No. 1
Entry from the OMol25 dataset: a cluster of 4 separate species, C41H51BFN4O12 in total in a non-equilibrium geometry (ωB97M-V with the def2-TZVPD basis set).

Computed properties:
Charge: -1
HOMO-LUMO gap, eV: 5.90
Molecular weight, g/mol: 821.7
E_HOMO, eV: -5.15

Last column: Mulliken charge in e.
Atoms and positions in Å:
C  -4.19266  0.07386  -0.18869  -0.774
C  -4.57701  -0.75706  1.09363  -0.513
C  -4.59340  -2.33869  0.90927  -0.440
C  -4.64997  -2.84430  -0.57640  -1.191
C  -3.20950  -2.96832  -1.26280  0.410
C  -2.46193  -4.18531  -0.59594  -0.770
C  -0.88409  -3.97597  -0.49210  -0.920
C  -0.48667  -2.62384  0.23177  0.273
B  0.55176  -1.67734  -0.64156  0.011
C  0.25277  -1.61019  -2.26524  0.997
C  1.48289  -1.93989  -3.18788  -1.038
F  -0.18443  -0.25238  -2.58169  -0.357
O  1.87933  -2.12826  -0.17248  -0.294
C  2.18510  -1.32148  0.96626  0.527
C  3.65232  -1.38429  1.52530  0.620
C  3.54266  -1.83198  3.05395  -1.126
C  4.64247  -2.27166  0.68765  -0.422
C  4.28663  -3.80491  0.63381  -0.947
C  1.85147  0.12673  0.28262  0.182
O  1.78375  0.98519  1.45407  -0.225
N  0.61546  1.73261  1.36610  0.323
O  0.72887  2.69924  2.03680  -0.528
O  2.96838  0.26626  -0.60600  0.144
C  3.00274  1.48665  -1.25032  0.364
O  2.63198  2.54228  -0.80639  -0.605
C  3.64332  1.45766  -2.67127  0.408
C  4.10023  0.17572  -3.20460  0.162
C  4.67086  0.02435  -4.52743  -0.565
C  4.79873  1.21869  -5.37246  -0.378
C  4.38678  2.51532  -4.83954  -0.510
C  3.81347  2.63569  -3.49806  -0.404
O  0.60857  -0.21526  -0.25500  -0.739
H  -3.08176  0.04864  -0.31556  0.032
H  -4.76733  -0.18555  -1.10797  0.276
H  -4.44500  1.15201  0.04140  0.365
H  -3.77717  -0.53702  1.85947  0.177
H  -5.53730  -0.42222  1.57794  0.350
H  -3.75854  -2.77641  1.51316  0.240
H  -5.54366  -2.70270  1.40358  0.423
H  -5.06658  -3.89581  -0.59833  0.455
H  -5.34193  -2.24029  -1.22187  0.348
H  -2.67760  -1.99245  -1.17509  -0.303
H  -3.43197  -3.25715  -2.33059  0.356
H  -2.80758  -4.34016  0.46372  0.239
H  -2.72928  -5.12958  -1.14651  0.322
H  -0.39925  -4.13450  -1.49129  0.263
H  -0.52900  -4.83421  0.15337  0.374
H  -1.42947  -2.04691  0.49751  -0.106
H  -0.05315  -2.92347  1.23160  -0.063
H  -0.59743  -2.26360  -2.60902  0.368
H  2.39253  -2.30661  -2.65392  0.099
H  1.21669  -2.73737  -3.95358  0.302
H  1.68371  -1.01496  -3.80233  0.121
H  1.39700  -1.37848  1.76794  -0.534
H  4.10474  -0.35180  1.56827  0.327
H  3.31736  -2.91765  3.17790  0.249
H  4.44756  -1.49977  3.63979  0.316
H  2.68651  -1.24118  3.49327  0.161
H  4.78180  -1.81678  -0.32852  -0.087
H  5.65063  -2.18042  1.19618  0.484
H  3.68033  -4.01751  -0.29052  0.093
H  3.64747  -4.12165  1.49400  0.231
H  5.22752  -4.41261  0.54955  0.322
H  3.98829  -0.71644  -2.53925  -0.059
H  4.96107  -0.99373  -4.86517  0.362
H  5.20920  1.06521  -6.39347  0.349
H  4.52207  3.40531  -5.49927  0.330
H  3.50730  3.63803  -3.13460  0.405
C  -1.24534  1.57573  6.41500  0.099
C  -0.56580  1.18804  5.26750  -0.538
C  -0.37450  -0.15959  4.99297  0.267
C  -0.87325  -1.10877  5.87555  -0.569
C  -1.54768  -0.73040  7.02943  -0.352
C  -1.73234  0.61884  7.29738  -0.842
N  -0.69579  -2.53459  5.57918  1.067
O  -0.08409  -2.83223  4.57113  -0.572
O  -1.17552  -3.34139  6.36074  -0.637
H  -1.39645  2.62852  6.62130  0.218
H  -0.18680  1.93838  4.58314  0.453
H  0.15676  -0.45137  4.09490  0.565
H  -1.93300  -1.46877  7.72074  0.457
H  -2.25966  0.92578  8.19279  0.387
C  -1.36293  7.79904  2.72240  -0.379
C  -2.47570  6.98077  2.87230  -0.507
C  -2.53631  6.07646  3.92254  -0.272
C  -1.47838  6.00436  4.81815  0.131
C  -0.35934  6.81218  4.67258  -0.290
C  -0.30445  7.71222  3.61835  -0.495
N  -1.54953  5.06714  5.94280  1.017
O  -2.53810  4.35810  6.03021  -0.609
O  -0.61871  5.04996  6.72930  -0.593
H  -1.32062  8.50845  1.90365  0.370
H  -3.29797  7.05015  2.17070  0.373
H  -3.40703  5.44289  4.03092  0.433
H  0.46875  6.75355  5.36697  0.437
H  0.56267  8.34962  3.49608  0.372
C  -1.78800  1.55363  -7.13862  -0.393
C  -1.76192  0.71507  -8.24798  -0.431
C  -1.13794  -0.52140  -8.16921  -0.469
C  -0.54753  -0.90841  -6.97330  -0.129
C  -0.56190  -0.07517  -5.86205  0.032
C  -1.18576  1.16121  -5.94955  -0.690
N  0.09197  -2.22431  -6.87498  0.985
O  0.10545  -2.93019  -7.87186  -0.640
O  0.56839  -2.53373  -5.79941  -0.634
H  -2.28154  2.51731  -7.20163  0.383
H  -2.23177  1.02571  -9.17373  0.362
H  -1.12262  -1.16752  -9.03745  0.447
H  -0.09873  -0.37226  -4.92798  0.462
H  -1.20563  1.81758  -5.08807  0.460

Force components x, y, z for each atom (eV/Å):
-0.30 0.92 1.12
0.70 -0.28 0.19
-1.19 0.32 0.10
0.78 -0.69 -0.16
-1.50 -0.88 0.40
0.84 0.54 0.11
-0.61 -0.75 0.59
-1.25 -0.06 0.26
-0.01 -0.22 0.76
0.41 -0.77 -0.77
-0.58 -0.37 -0.87
0.14 -0.87 -0.35
1.48 -0.35 0.83
0.24 1.59 -2.10
-0.18 -0.74 0.86
-0.06 1.01 -0.28
0.39 -0.02 0.74
-0.24 0.30 -1.07
-1.54 -6.28 2.96
-0.07 0.51 -2.18
0.53 1.40 0.60
-0.50 -0.47 0.00
-1.14 3.08 -0.70
0.96 0.49 -1.59
-0.25 -0.69 0.25
1.02 -1.25 -1.46
0.14 0.88 -0.44
-0.83 2.27 0.79
-0.76 -0.56 2.26
-0.05 -1.72 0.67
0.50 -1.32 -0.86
1.62 2.69 0.58
-0.99 -0.15 -0.32
0.67 -0.01 0.69
0.30 -0.98 -0.31
-0.82 -0.08 -0.70
0.78 -0.22 -0.80
-0.57 0.21 -0.89
0.97 0.28 -0.38
0.29 1.01 0.17
0.58 -0.33 0.76
-0.22 -0.96 -0.29
0.58 0.67 0.83
0.16 0.28 -0.96
0.33 0.81 0.40
-0.38 0.38 0.73
-0.17 0.78 -0.76
0.76 -0.64 -0.29
-0.25 0.51 -0.97
0.60 0.75 0.39
-0.74 0.65 -0.13
0.44 1.01 1.44
0.18 -0.92 0.73
0.76 -0.32 -0.52
-0.68 -0.87 -0.26
0.29 0.86 -0.01
-0.69 -0.71 -0.61
0.79 -0.72 -0.34
-0.32 -0.57 0.79
-0.95 0.00 -0.45
0.50 0.25 0.96
0.78 0.18 -0.61
-0.88 0.42 0.35
0.08 0.93 -0.79
-0.20 1.01 0.15
-0.36 0.52 0.84
-0.25 -0.76 0.83
0.19 -0.91 -0.19
0.07 0.07 0.06
-0.07 -0.09 0.13
0.11 -0.01 -0.22
-0.09 0.58 0.10
-0.13 -0.05 0.19
0.12 -0.05 -0.20
0.09 -0.33 -0.15
-0.14 0.09 0.27
0.09 0.18 -0.12
0.04 -0.28 0.06
0.01 -0.10 -0.01
-0.08 -0.16 0.08
0.10 -0.09 -0.18
0.03 -0.05 -0.05
0.00 0.01 0.00
0.16 0.06 0.08
-0.21 -0.09 -0.03
0.02 0.38 -0.47
0.21 0.06 0.11
-0.18 -0.06 -0.03
-0.03 -0.10 0.14
0.14 0.37 -0.02
-0.22 -0.02 -0.15
0.01 -0.06 0.04
0.04 -0.06 0.06
0.16 -0.04 0.14
-0.16 -0.14 0.03
-0.03 -0.08 0.03
0.02 -0.02 0.02
0.05 0.02 0.17
-0.06 -0.07 -0.23
-0.32 0.64 -0.02
0.17 -0.15 0.22
-0.08 0.03 -0.21
0.12 -0.30 0.02
-0.01 0.19 0.18
-0.35 0.04 -0.95
0.04 -0.06 0.00
0.04 -0.06 0.04
0.09 -0.09 0.17
-0.08 -0.08 -0.07
0.05 -0.12 0.01

No. 2
Entry from the OMol25 dataset: a cluster of 9 separate species, C41H52F40O13S4 in total in a non-equilibrium geometry (ωB97M-V with the def2-TZVPD basis set).

Computed properties:
SMILES string: FC(F)C(F)(F)COC(F)(F)C(F)F.FC(F)C(F)(F)COC(F)(F)C(F)F.FC(F)C(F)(F)COC(F)(F)C(F)F.FC(F)C(F)(F)COC(F)(F)C(F)F.FC(F)C(F)(F)COC(F)(F)C(F)F.O=S1(=O)CCCC1.O=S1(=O)CCCC1.O=S1(=O)CCCC1.O=S1(=O)CCCC1
Charge: 0
HOMO-LUMO gap, eV: 10.31
Molecular weight, g/mol: 1641.0
E_HOMO, eV: -10.31

Last column: Mulliken charge in e.
Atoms and positions in Å:
C  -1.35796  1.38366  7.04616  -0.756
C  -0.11009  1.63629  6.20006  -0.214
C  0.39604  3.01810  6.59907  -0.824
S  -1.11929  4.04151  6.78664  1.108
O  -1.53215  4.66786  5.55943  -0.634
O  -1.00755  4.83665  7.98028  -0.657
C  -2.21780  2.64238  7.06309  -0.661
H  -1.04903  1.18257  8.07711  0.345
H  -1.90907  0.52332  6.67098  0.299
H  -0.38960  1.61693  5.14384  0.092
H  0.69976  0.93313  6.38430  0.374
H  1.13144  3.51425  5.96693  0.425
H  0.93750  2.90918  7.54223  0.382
H  -2.88543  2.55470  6.20597  0.327
H  -2.78497  2.80064  7.97446  0.408
C  3.67774  2.92900  -0.85223  0.459
C  2.89892  4.07598  -0.17251  -0.794
C  2.76890  5.23754  -1.17158  -0.131
S  4.37890  5.26138  -1.93433  1.170
O  5.30179  5.88945  -1.02841  -0.669
O  4.25874  5.81060  -3.26392  -0.684
C  4.57694  3.46603  -1.97233  -0.937
H  3.00536  2.15741  -1.23026  -0.321
H  4.22329  2.37008  -0.08692  0.215
H  3.45730  4.52167  0.65143  0.380
H  1.89832  3.75480  0.11325  0.426
H  2.66210  6.21617  -0.70670  0.632
H  1.96207  5.07839  -1.88599  -0.455
H  5.66025  3.37182  -2.01508  0.540
H  4.12980  3.21135  -2.93216  0.344
C  4.41429  -3.71872  -2.93105  -0.858
C  3.35805  -2.59243  -2.77786  -0.462
C  4.00872  -1.36821  -2.16695  -0.069
S  5.65114  -1.34930  -2.93407  1.203
O  6.68932  -0.85330  -2.07292  -0.656
O  5.43932  -0.84883  -4.26881  -0.693
C  5.81620  -3.12569  -3.05339  -0.715
H  4.08697  -4.38515  -3.72829  0.383
H  4.38745  -4.33874  -2.03365  0.284
H  2.53950  -3.07689  -2.24591  0.164
H  2.92881  -2.30454  -3.73927  0.385
H  4.13812  -1.42795  -1.08677  -0.067
H  3.57098  -0.42067  -2.47223  0.274
H  6.44727  -3.55133  -2.27202  0.326
H  6.38911  -3.41658  -3.93514  0.452
C  -5.35830  0.77973  0.02038  -1.015
C  -4.12179  0.33737  -0.77501  0.281
C  -4.45988  0.63876  -2.22957  0.328
S  -6.11690  -0.01239  -2.39318  1.313
O  -6.03473  -1.40041  -2.78440  -0.679
O  -6.93632  0.90433  -3.14147  -0.764
C  -6.55741  0.09065  -0.64182  -0.361
H  -5.40991  1.86360  0.11068  0.425
H  -5.30837  0.36660  1.03086  0.244
H  -3.95426  -0.71700  -0.54076  0.046
H  -3.20644  0.85328  -0.48129  0.002
H  -3.78580  0.18895  -2.95216  -0.550
H  -4.55602  1.70442  -2.43633  0.282
H  -6.72397  -0.88514  -0.20031  -0.049
H  -7.48012  0.66756  -0.65029  0.479
C  -2.67666  -2.20923  -4.93195  -1.324
C  -1.93500  -2.59463  -3.66597  1.157
C  -2.04230  -4.09629  -3.35423  -0.018
F  -0.98690  -4.75656  -3.90040  -0.299
F  -2.01208  -4.28317  -2.02665  -0.187
F  -0.69111  -2.12682  -3.52960  -0.248
F  -2.65797  -1.94914  -2.66696  -0.194
O  -2.70645  -0.80134  -5.02220  -0.235
C  -3.39195  -0.24063  -6.04844  0.759
C  -3.07017  1.25882  -6.17719  0.233
F  -3.91367  1.76056  -7.10484  -0.305
F  -3.27264  1.89593  -5.01466  -0.166
F  -3.28150  -0.96664  -7.16184  -0.288
F  -4.72382  -0.25076  -5.68438  -0.317
H  -3.72116  -2.52313  -4.86961  0.477
H  -2.18049  -2.71097  -5.77000  0.380
H  -2.93739  -4.51783  -3.81704  0.316
H  -2.04877  1.43206  -6.52755  0.284
C  -0.17997  6.01068  -4.39996  -1.302
C  -1.58808  6.53238  -4.20318  1.234
C  -1.77465  7.78930  -5.05081  0.045
F  -0.91264  8.76874  -4.64519  -0.272
F  -1.61130  7.55115  -6.36896  -0.256
F  -2.50496  5.64773  -4.69894  -0.271
F  -1.89026  6.82187  -2.93539  -0.297
O  0.21635  4.97096  -3.49988  -0.173
C  -0.34712  3.73786  -3.67104  0.424
C  -1.53196  3.52153  -2.70898  0.357
F  -1.70473  2.17131  -2.53099  -0.158
F  -1.27018  4.06598  -1.50925  -0.325
F  -0.69955  3.45484  -4.93521  -0.264
F  0.60045  2.83364  -3.33760  -0.187
H  0.51217  6.80915  -4.13190  0.474
H  -0.00268  5.78102  -5.44903  0.386
H  -2.75657  8.26102  -4.95218  0.309
H  -2.51101  3.85794  -3.04996  0.218
C  1.12570  -1.13643  1.03098  -1.512
C  0.14148  -0.97744  -0.12420  1.298
C  -0.15136  0.48955  -0.43448  0.313
F  -0.80929  1.01346  0.66360  -0.304
F  0.94880  1.23680  -0.60505  0.040
F  0.79931  -1.52150  -1.20283  -0.249
F  -0.98576  -1.67327  0.02297  -0.143
O  2.33893  -0.46777  0.74159  0.434
C  2.98988  -0.06055  1.89065  0.609
C  2.48864  1.31857  2.32874  1.112
F  1.31991  1.29080  3.01777  -0.238
F  3.39471  1.93525  3.12193  -0.322
F  3.00306  -0.97148  2.85252  -0.345
F  4.25339  0.13591  1.45980  -0.346
H  1.16155  -2.19783  1.28611  0.288
H  0.62905  -0.66340  1.88781  0.447
H  -0.89417  0.64392  -1.21557  -0.562
H  2.33460  1.94397  1.44883  -0.632
C  -5.01363  -2.13552  3.14253  -0.066
C  -3.56132  -2.48903  3.34843  1.038
C  -2.96555  -3.39996  2.25011  0.358
F  -1.62958  -3.48103  2.39922  -0.221
F  -3.50036  -4.64320  2.36146  -0.267
F  -2.78159  -1.37055  3.30326  -0.236
F  -3.36895  -3.07940  4.54450  -0.329
O  -5.76521  -3.29433  3.01863  -0.357
C  -7.04651  -3.27971  2.53681  0.789
C  -7.38515  -4.77213  2.43958  0.227
F  -8.61033  -4.97980  1.96948  -0.249
F  -6.49455  -5.41078  1.60601  -0.250
F  -7.81595  -2.68302  3.48022  -0.318
F  -7.14189  -2.58590  1.39926  -0.264
H  -5.10872  -1.44619  2.29829  -0.516
H  -5.33292  -1.52977  3.99949  0.432
H  -3.21075  -3.08682  1.23145  0.002
H  -7.06565  -5.21824  3.38616  0.248
C  5.75123  -4.32363  4.54154  -0.582
C  5.59916  -5.50841  5.43289  0.829
C  4.79988  -6.64663  4.78284  0.171
F  4.36712  -7.51244  5.73076  -0.278
F  3.65976  -6.15740  4.21173  -0.257
F  6.79524  -6.13406  5.67752  -0.308
F  5.12008  -5.15953  6.63292  -0.309
O  6.21559  -4.79603  3.29642  -0.374
C  6.66444  -4.04445  2.25032  0.750
C  6.72500  -2.54186  2.54811  0.097
F  7.01544  -1.88550  1.40839  -0.239
F  5.55330  -2.05294  3.01027  -0.139
F  7.91508  -4.45874  1.97289  -0.313
F  5.90279  -4.31761  1.17917  -0.250
H  6.58550  -3.76751  4.99044  0.370
H  4.85255  -3.71428  4.52497  0.333
H  5.38168  -7.18749  4.04160  0.269
H  7.49589  -2.36687  3.30331  0.234

Force components x, y, z for each atom (eV/Å):
0.47 -0.21 0.94
0.02 0.64 -0.48
0.10 0.21 0.10
0.26 -0.48 0.48
0.44 -0.06 -0.24
0.04 0.02 0.04
-0.15 -0.50 -0.70
0.02 -0.23 -0.10
-0.07 0.00 0.12
0.19 -0.06 -0.03
-0.23 -0.30 -0.12
-0.41 -0.04 -0.52
-0.59 0.37 0.36
-0.12 0.58 0.06
0.05 0.03 0.05
0.54 -0.73 0.78
-0.11 0.86 -0.53
-0.01 -0.28 0.34
-1.05 0.55 -0.78
0.20 -0.39 0.34
0.22 -0.24 -0.11
-0.47 1.04 -0.46
-0.12 0.37 -0.37
0.35 0.27 -0.06
-0.10 -0.57 0.35
0.11 -0.01 0.34
-0.12 -0.05 0.11
0.32 0.02 -0.26
-0.06 -0.74 0.41
0.32 -0.11 -0.14
-0.42 0.00 0.07
-0.24 -0.61 -0.57
0.51 -0.06 0.27
-0.22 -1.04 0.13
-0.14 0.53 -0.08
0.23 0.33 -0.01
0.46 -1.18 -0.07
0.37 0.13 -0.25
0.00 0.11 0.08
-0.09 0.70 0.43
0.24 -0.10 -0.13
-0.01 0.09 0.01
-0.20 -0.01 0.19
-0.08 0.67 0.42
-0.44 0.49 -0.43
0.18 -0.60 0.71
0.13 0.51 0.29
0.02 -0.31 0.15
0.05 -0.55 -0.25
-0.04 0.01 -0.01
-0.01 -0.02 0.01
0.00 0.86 -0.39
-0.27 0.00 -0.24
0.16 0.36 0.11
0.02 -0.13 -0.60
-0.14 0.15 0.13
-0.20 -0.13 -0.10
0.16 0.07 0.20
0.00 -0.19 -0.35
-0.01 -0.01 0.26
0.09 -0.41 -0.52
-1.69 1.11 1.26
0.38 -0.17 -0.53
0.10 0.18 -0.01
-0.08 -0.13 0.02
0.29 -0.23 -0.65
0.20 -0.34 0.11
1.53 0.67 -0.16
-1.64 -0.28 1.90
0.76 -0.17 -1.21
-0.07 0.08 0.04
-0.09 -0.18 0.20
0.19 0.48 -0.47
0.09 -0.29 -0.53
0.15 -0.51 0.23
-0.10 0.35 -0.19
-0.21 -0.01 0.42
0.04 -0.02 0.20
0.82 0.35 0.75
0.38 0.20 -1.50
-0.96 1.79 0.07
0.40 -0.53 -0.18
0.56 -0.34 0.10
-0.17 -0.23 0.43
-0.05 -0.18 0.36
-0.62 -0.13 -0.85
0.49 -0.35 0.75
-1.08 -0.73 0.06
0.27 0.05 0.01
0.29 -0.02 0.02
-0.21 0.30 -0.12
0.12 0.10 0.13
-0.13 0.12 -0.10
-0.18 -0.30 0.05
-0.22 -0.59 0.31
0.30 0.48 -0.33
-2.14 0.23 1.05
2.48 0.05 -0.74
-1.86 0.62 0.54
0.33 -0.25 0.27
0.00 -0.20 -0.40
-0.33 0.29 -0.34
-0.33 0.15 0.47
-0.34 -1.11 0.71
0.73 0.67 -1.50
-0.15 1.14 0.25
-0.01 -0.54 -0.01
0.11 -0.30 0.10
-0.26 -0.28 0.40
0.18 0.03 0.33
0.67 -0.04 -0.31
0.11 -0.04 0.02
0.60 -0.34 -0.63
0.07 -0.17 -0.12
-0.25 1.77 0.38
0.89 -0.65 -0.80
-0.75 -0.61 -0.36
0.03 -0.01 0.11
0.32 -0.07 0.29
-0.51 0.35 0.24
-0.09 0.05 0.15
0.11 -0.92 -0.42
1.31 0.09 1.08
1.63 -0.65 -0.40
-0.26 -0.03 0.44
-0.41 0.65 -0.50
-0.64 0.06 -0.46
-0.32 0.00 -0.17
0.13 -0.37 -0.32
0.04 -0.22 0.17
0.19 0.48 0.10
-1.35 0.07 0.44
1.58 1.18 0.42
0.12 -1.98 -0.18
-1.39 -0.17 0.30
0.45 0.00 0.10
0.27 0.26 -0.20
0.38 0.56 -0.07
-0.42 0.40 -0.04
-0.53 -0.89 -0.50
-0.49 -0.11 0.92
0.43 0.36 -0.33
0.12 -0.09 0.12
-0.22 -0.25 -0.04
0.10 0.14 -0.22
-0.03 0.18 -0.15
-0.39 0.33 0.21
-0.13 -0.18 -0.21
0.09 0.12 -0.07
0.07 0.13 -0.11